Molecular formula: C3H7N2O
Method: DFT, ωB97M-V/def2-TZVPD

Calculated values
Energy above the lowest of the compared OMol25 structures with the same formula, charge and spin, kcal per mole: 113.7
Total charge: +1
Spin multiplicity: 1
Strongest force on any atom, eV/A: 5.144
HOMO energy, eV: -13.7

Last column: Mulliken charge in e.
Geometry (Å):
C  -1.21  -1.41  0.18  -0.10
C  -0.71  1.06  0.35  -0.33
C  0.85  -0.07  -0.26  -0.07
N  0.72  1.25  0.20  -0.33
N  -0.51  -0.36  0.08  0.17
O  1.81  -0.92  0.08  -0.38
H  -0.76  -2.37  -0.02  0.29
H  -2.26  -1.35  0.46  0.29
H  -1.07  1.26  1.36  0.31
H  -1.36  1.56  -0.38  0.30
H  0.71  -0.21  -2.01  0.22
H  1.13  2.05  -0.26  0.27
H  2.67  -0.50  0.22  0.35